# 1
{
  "formula": "C8H14FN2S",
  "method": "ωB97M-V with the def2-TZVPD basis set",
  "species": ["S", "C", "H", "H", "C", "C", "N", "H", "H", "C", "H", "H", "C", "H", "H", "N", "F", "H", "H", "H", "C", "H", "H", "H", "C", "C"],
  "positions_angstrom": [[-0.96068, 4.01545, 1.08649], [-0.91702, 1.65172, 0.17095], [2.57107, -0.37191, 0.79079], [-0.71664, -1.67165, -2.36845], [0.56231, -0.65059, 0.06164], [-1.70228, 2.69225, 1.92192], [-1.59853, 1.55066, 1.34437], [-0.80914, -2.79781, -0.99960], [-0.84107, -2.01994, 1.00161], [1.74939, 0.21980, 0.38983], [1.43062, -1.03246, -1.75966], [1.60818, -2.26405, -0.65617], [-0.75894, 0.44057, -0.64451], [0.06387, 3.23545, -0.99475], [-0.40355, -0.61691, 1.94904], [0.93660, -1.58922, -1.04907], [-0.31338, 0.68084, -1.90915], [-1.65925, -0.17127, -0.68116], [-2.21173, 2.83557, 2.85336], [0.75263, -1.93911, 1.77216], [-0.47795, 2.91219, -0.12917], [0.28982, -3.12309, -2.34468], [2.10126, 0.76992, -0.48155], [1.46360, 0.94386, 1.14577], [-0.14480, -2.33858, -1.72715], [-0.01439, -1.36168, 1.25712]],
  "mulliken_charge": [-0.081, -0.472, 0.484, 0.323, 0.465, -0.151, -0.490, 0.337, 0.404, -1.658, 0.462, 0.450, 0.327, 0.440, 0.401, -0.027, -0.385, 0.532, 0.462, 0.419, -0.109, 0.368, 0.443, 0.388, -0.843, -1.488],
  "de_lowest_kcal_mol": 0.00,
  "gap_ev": 9.5,
  "smiles": "C[NH2+]C(C)(C)[C@H](F)c1cscn1",
  "charge": 1,
  "e_lumo_ev": -3.00
}

# 2
{
  "formula": "C8H14N",
  "method": "ωB97M-V with the def2-TZVPD basis set",
  "species": ["C", "C", "H", "C", "C", "H", "N", "H", "H", "C", "H", "H", "H", "H", "H", "C", "C", "H", "H", "H", "C", "H", "H"],
  "positions_angstrom": [[-0.87784, 1.36944, -0.34853], [1.50697, -0.20255, 0.74286], [0.73298, 2.31837, -1.42779], [2.41959, -1.12120, 0.50117], [-0.80195, -1.09258, -0.39947], [1.45997, 1.83349, 0.80584], [1.55788, 1.10756, 0.08430], [2.48394, 1.20718, -0.35284], [3.20907, -1.00360, -0.22456], [-1.37849, -0.00594, 0.03287], [0.72715, -0.31154, 1.47609], [0.37944, -2.81880, -0.46224], [-0.90405, 2.03188, 0.52012], [2.39530, -2.05501, 1.03292], [-1.57340, 1.78775, -1.08193], [0.51118, 1.35687, -0.96246], [-2.57380, -0.03415, 0.94898], [-0.83695, -2.59222, -1.81180], [0.58824, 0.56441, -1.70939], [-3.20593, -0.88871, 0.71923], [-0.39647, -2.21402, -0.90288], [-3.15158, 0.87831, 0.82597], [-2.27126, -0.11492, 1.99353]],
  "mulliken_charge": [-0.536, -0.130, 0.428, -0.895, 0.358, 0.384, -0.044, 0.407, 0.237, 0.538, 0.474, 0.248, 0.398, 0.341, 0.430, -0.929, -1.479, 0.268, 0.399, 0.383, -0.968, 0.394, 0.292],
  "de_lowest_kcal_mol": 21.57,
  "gap_ev": 9.5,
  "smiles": "C=C=C(C)CC[NH2+]C=C",
  "charge": 1,
  "e_lumo_ev": -3.24
}

# 3
{
  "formula": "C8H14N2",
  "method": "ωB97M-V with the def2-TZVPD basis set",
  "species": ["C", "H", "H", "H", "C", "H", "N", "H", "C", "H", "N", "H", "C", "H", "C", "C", "C", "C", "H", "H", "H", "H", "H", "H"],
  "positions_angstrom": [[-1.54332, 1.51771, 1.40018], [-1.39259, -2.52473, -0.33232], [2.43078, -0.58929, -0.09310], [1.19150, -0.14346, 1.00317], [-0.44168, 3.43833, 0.35474], [1.85434, -1.68496, 1.05489], [-2.52630, 0.96776, 1.61645], [0.56501, 3.97544, 0.14082], [0.77378, -2.43862, -1.56237], [-1.13966, 3.70541, -0.48498], [-0.12140, -0.13277, -1.25773], [0.52925, 1.80066, 1.41617], [1.46987, -0.92481, 0.37017], [-0.90659, 1.78508, -1.28405], [-0.41317, 0.98275, -0.70153], [-0.32644, 2.04292, 0.84457], [0.38593, -1.30114, -0.56075], [-0.68660, -1.98810, 0.33098], [1.33472, -2.12932, -2.39494], [-0.11572, -2.92850, -1.76417], [-1.22085, -1.37350, 1.02004], [1.44968, -3.14682, -1.10812], [-0.93373, 3.97535, 1.08128], [-0.21680, -2.88539, 0.91058]],
  "mulliken_charge": [0.422, 0.377, 0.330, 0.357, -1.476, 0.438, -0.508, 0.297, -1.627, 0.362, -0.522, 0.454, -1.660, 0.271, -0.100, 0.101, 1.591, -1.386, 0.442, 0.410, 0.334, 0.368, 0.437, 0.286],
  "de_lowest_kcal_mol": 78.05,
  "gap_ev": 9.9,
  "smiles": "C[C@@H](C#N)/C=N\\C(C)(C)C",
  "charge": 0,
  "e_lumo_ev": 0.77
}

# 4
{
  "formula": "C8H14N2NiPS",
  "method": "ωB97M-V with the def2-TZVPD basis set",
  "species": ["C", "C", "C", "N", "H", "H", "C", "H", "H", "H", "N", "H", "C", "C", "H", "P", "H", "H", "H", "H", "H", "C", "S", "H", "C", "Ni", "H"],
  "positions_angstrom": [[1.46701, -0.88072, -3.46297], [0.52198, -0.19254, -2.74782], [1.54948, -3.00068, -2.13152], [-1.85219, 1.69388, 0.86235], [-2.81778, 1.16729, 2.68263], [0.18987, -3.49107, -0.57096], [-2.36150, 2.03979, 2.19071], [-2.42867, 1.27349, 0.14587], [1.98515, -4.00400, -2.14494], [1.09493, -0.51422, 2.01193], [-0.07763, 2.41649, 1.89836], [2.64939, -2.62342, -3.95386], [1.97438, -2.18116, -3.20334], [-1.10234, 2.50007, 2.93102], [-1.19172, 3.52580, 3.30856], [0.39835, -1.24934, 0.98527], [0.12940, 0.75019, -3.18456], [-0.98731, -1.12037, 1.34625], [-0.86617, 1.83305, 3.77562], [0.90695, 2.56225, 2.08268], [0.66414, -2.59032, 1.43565], [0.63632, -2.66147, -1.18082], [0.57374, 1.33308, -0.50044], [-3.11238, 2.84046, 2.14107], [-0.50993, 1.83188, 0.75780], [0.69507, -0.81410, -1.06539], [1.87145, -0.44431, -4.40912]],
  "lowdin_spin": [0.031, 0.221, 0.030, 0.120, 0.012, 0.018, 0.024, 0.007, -0.005, 0.005, 0.129, 0.020, 0.306, 0.029, 0.001, 0.023, 0.019, 0.009, 0.016, 0.005, -0.001, 0.240, 0.096, 0.003, 0.404, 0.245, -0.005],
  "gap_ev": [3.8, 6.6],
  "s_squared": 2.05,
  "charge": -1,
  "spin_multiplicity": 3,
  "e_lumo_ev": [3.34, 3.18]
}

# 5
{
  "formula": "C8H14N2O",
  "method": "ωB97M-V with the def2-TZVPD basis set",
  "species": ["C", "H", "C", "H", "C", "H", "C", "H", "C", "O", "H", "C", "H", "H", "H", "H", "N", "C", "C", "N", "H", "H", "H", "H", "H"],
  "positions_angstrom": [[1.15565, -0.57643, 1.42148], [3.67331, 0.13533, -1.28613], [1.90625, -1.58869, -2.03203], [-4.18373, 1.28323, 1.48127], [1.89937, -1.04384, -0.69942], [2.82915, -1.14764, -2.52306], [-2.88940, 1.44871, -0.87140], [0.47818, -0.88150, 2.28380], [-3.33596, 0.51697, 1.30484], [-0.02103, -2.00528, 0.07944], [2.05417, 0.97974, 2.59574], [2.12911, 0.36973, 1.67599], [2.11026, -2.65434, -1.97574], [-3.94697, -0.31917, 0.74323], [-3.41411, 2.36621, -0.58978], [-2.78694, 0.22616, 2.17732], [-2.26406, 0.94725, 0.33648], [3.05479, -0.06375, -0.43605], [3.09571, 0.69622, 0.66194], [0.98623, -1.25234, 0.21492], [-2.03177, 1.57410, -1.59474], [-1.75418, 0.02363, 0.03933], [3.82306, 1.52848, 0.89716], [-3.59767, 0.86714, -1.30932], [1.03062, -1.42992, -2.59529]],
  "mulliken_charge": [-0.253, 0.222, -1.198, 0.269, 0.819, 0.298, -0.925, 0.312, -0.739, -0.732, 0.332, -0.460, 0.282, 0.275, 0.324, 0.258, -0.351, -0.512, -0.337, 0.586, 0.278, 0.226, 0.316, 0.385, 0.324],
  "de_lowest_kcal_mol": 86.33,
  "gap_ev": 9.3,
  "smiles": "Cc1cccc[n+]1[O-].CNC",
  "charge": 0,
  "e_lumo_ev": 0.70
}

# 6
{
  "formula": "C8H14N2O2",
  "method": "ωB97M-V with the def2-TZVPD basis set",
  "species": ["N", "H", "C", "O", "C", "H", "O", "H", "H", "H", "H", "H", "C", "H", "C", "H", "C", "H", "N", "H", "C", "H", "H", "H", "C", "C"],
  "positions_angstrom": [[-0.54873, -0.45625, -1.25931], [-0.74068, -2.72591, 0.89790], [-0.83053, 3.73538, -1.59230], [-0.31733, 2.54002, 0.78711], [2.38457, -1.79055, -0.09309], [2.86514, -2.00632, 0.85362], [-0.94602, 2.32044, -1.39882], [-1.39128, 4.27355, -0.79231], [2.82531, -0.86841, -0.54085], [0.78603, -2.78835, 1.84416], [0.21435, 4.06742, -1.54305], [-2.03574, -0.93987, 1.07216], [0.34127, -2.80826, 0.85867], [0.40155, -0.29386, 1.75695], [0.57325, -0.27287, 0.70022], [-2.80153, 0.18660, -0.03424], [-0.56935, 1.81819, -0.18677], [0.65174, -3.74949, 0.41623], [0.23701, -1.48249, -1.25839], [-1.21588, 4.05511, -2.55678], [-0.65189, 0.30145, -0.01183], [2.62288, -2.66991, -0.77020], [1.40616, 0.42974, 0.56449], [-2.13110, 0.69483, 1.53973], [-1.99864, 0.05254, 0.67553], [0.86945, -1.62271, 0.07118]],
  "mulliken_charge": [-0.450, 0.354, -0.643, -0.594, -1.641, 0.350, -0.305, 0.282, 0.405, 0.359, 0.287, 0.336, -1.540, 0.414, -1.511, 0.428, -0.030, 0.405, -0.517, 0.249, 2.178, 0.370, 0.391, 0.402, -1.711, 1.732],
  "de_lowest_kcal_mol": 18.20,
  "gap_ev": 10.1,
  "smiles": "COC(=O)[C@]1(C)CC(C)(C)N=N1",
  "charge": 0,
  "e_lumo_ev": 0.70
}

# 7
{
  "formula": "C8H14N2O3",
  "method": "ωB97M-V with the def2-TZVPD basis set",
  "species": ["H", "O", "C", "O", "H", "H", "C", "C", "H", "H", "H", "O", "H", "C", "H", "H", "N", "H", "C", "H", "C", "H", "C", "H", "C", "N", "H"],
  "positions_angstrom": [[-3.76065, 1.08995, 0.68143], [2.94637, -1.81553, 0.23534], [2.48906, 0.52355, -0.27109], [0.49739, -1.11809, 0.66268], [3.37122, 1.11423, 1.61620], [-1.25318, -1.65199, 0.76001], [-1.93654, 0.89480, -0.59824], [0.26153, -0.33281, -0.32896], [1.67803, 0.64561, 1.79153], [-3.72563, -1.64513, 0.93932], [-1.37147, 1.82234, -0.39219], [4.63858, -0.52247, -0.56402], [2.14058, 2.34111, 0.89166], [3.46877, -0.66667, -0.20794], [0.93796, 0.81395, -1.72850], [-2.37983, 1.24575, -1.51105], [-1.85423, -1.62030, -0.26530], [-3.83839, -1.04941, -0.80276], [2.30080, 1.21871, 1.15760], [2.94562, 1.39597, -0.80996], [-2.94717, 0.38157, 0.55261], [-2.41912, 0.30315, 1.46517], [-3.27151, -0.95811, 0.14121], [2.02045, -1.74018, 0.50634], [-1.12900, -0.45386, -0.93664], [1.24539, 0.30552, -0.96121], [-1.05503, -0.52165, -2.02321]],
  "mulliken_charge": [0.379, -0.530, 0.112, -0.904, 0.321, 0.342, -0.789, 0.583, 0.401, 0.270, 0.383, -0.587, 0.310, 0.306, 0.279, 0.399, -0.652, 0.298, -1.130, 0.454, -0.551, 0.254, -0.470, 0.444, -0.201, -0.161, 0.440],
  "de_lowest_kcal_mol": 52.87,
  "gap_ev": 10.0,
  "smiles": "C[C@H](NC(=O)[C@@H]1CCCN1)C(=O)O",
  "charge": 0,
  "e_lumo_ev": 0.39
}

# 8
{
  "formula": "C8H14N2O3",
  "method": "ωB97M-V with the def2-TZVPD basis set",
  "species": ["H", "C", "H", "O", "C", "H", "C", "N", "H", "O", "H", "H", "H", "O", "H", "H", "C", "C", "H", "H", "C", "H", "N", "C", "C", "H", "H"],
  "positions_angstrom": [[1.06384, 1.75701, 0.98749], [0.68162, 1.00642, 1.68436], [0.36885, 2.02824, -0.74125], [-2.23154, -1.97537, 1.17104], [0.64368, -1.52814, 1.54385], [0.54705, -1.55769, 2.60948], [-2.22693, 1.23451, 0.27372], [-2.03195, -1.21058, 0.21563], [1.74116, -1.79274, 1.22240], [-2.61962, -1.42158, -0.82548], [-2.78514, 0.40226, -1.35505], [1.60881, -1.28870, -1.72517], [-3.68216, 1.86021, -0.97977], [-2.34794, 1.89558, 1.26649], [-0.18770, -1.42910, -2.41599], [0.31755, -2.30505, -0.75534], [0.16058, -0.14200, -0.57265], [0.16850, -0.22888, 0.94946], [-0.07707, 1.33083, 2.40838], [1.53872, 0.75976, 2.41555], [-1.10149, -0.14239, 0.21603], [-0.15220, -2.27629, 1.32744], [-2.87442, 1.24604, -0.91591], [0.46218, -1.39700, -1.45356], [0.42893, 1.15564, -1.33896], [-0.35155, 1.20414, -2.15052], [1.49881, 1.12187, -1.74192]],
  "mulliken_charge": [0.281, -1.621, 0.391, -0.673, -1.950, 0.524, 0.197, 1.126, 0.257, -0.673, 0.245, 0.321, 0.288, -0.551, 0.296, 0.297, 0.968, 1.641, 0.336, 0.401, 0.064, 0.414, -0.270, -1.243, -1.803, 0.356, 0.381],
  "de_lowest_kcal_mol": 131.09,
  "gap_ev": 9.6,
  "smiles": "CC1(C)C(C)(C)C1(C(N)=O)[N+](=O)[O-]",
  "charge": 0,
  "e_lumo_ev": -0.22
}